Record 1
Computed, not measured: a molecular structure, C44H26ClF9N2O3PRuS, with the ωB97M-V functional and the def2-TZVPD basis.

Cartesian coordinates (Å):
Ru  1.3739  -0.4432  -0.9154
Cl  -0.9408  -6.8504  -3.5901
C  -0.3810  -5.2378  -3.2546
C  -0.3934  -4.2755  -4.2925
C  -0.0099  -2.9949  -4.0489
C  0.3945  -2.5680  -2.7454
O  0.6596  -1.3282  -2.5864
C  0.4773  -3.5714  -1.7241
C  0.9344  -3.3340  -0.4071
N  1.3430  -2.1981  0.0822
C  1.6696  -2.0641  1.4591
C  1.4506  -2.9870  2.4490
C  1.8951  -2.7400  3.7653
C  2.5734  -1.5959  4.0794
C  2.7918  -0.6130  3.0875
C  3.4779  0.6072  3.3209
C  3.6048  1.5099  2.3124
C  3.0179  1.2332  1.0565
N  2.3741  0.1207  0.8185
C  2.2878  -0.8323  1.8003
C  0.0569  -4.9022  -2.0179
H  -0.7122  -4.5726  -5.2829
H  -0.0187  -2.2441  -4.8274
H  0.9279  -4.2003  0.2517
H  0.9324  -3.9133  2.2426
H  1.7075  -3.4845  4.5272
H  2.9357  -1.4231  5.0850
H  3.8910  0.8059  4.3023
H  4.1225  2.4472  2.4586
H  3.0603  1.9396  0.2372
H  0.0823  -5.6488  -1.2332
O  -0.0408  1.5509  -3.6790
C  0.9907  1.4805  -3.0460
O  1.0732  1.4148  -1.7265
C  2.3173  1.6039  -3.7245
C  2.4111  2.4165  -4.8510
C  3.6264  2.6316  -5.4746
C  4.7670  2.0213  -4.9645
C  4.6814  1.1941  -3.8604
C  3.4539  0.9615  -3.2330
S  3.5008  -0.1661  -1.8788
H  1.5029  2.8760  -5.2192
H  3.6877  3.2665  -6.3485
H  5.7289  2.1874  -5.4331
H  5.5683  0.7083  -3.4718
F  -5.8388  -3.3407  2.7999
C  -4.5508  -3.6596  3.0171
F  -4.3781  -3.6841  4.3524
F  -4.3693  -4.9110  2.5699
C  -3.6171  -2.6781  2.3646
C  -2.8505  -3.0434  1.2729
C  -1.9772  -2.1200  0.7129
C  -1.8627  -0.8392  1.2371
C  -2.6857  -0.4682  2.3022
C  -3.5522  -1.3836  2.8687
P  -0.7015  0.3286  0.4297
C  -0.2244  1.5145  1.7209
C  0.1769  2.7814  1.2885
C  0.6521  3.7129  2.1953
C  0.7483  3.3736  3.5379
C  0.3728  2.1135  3.9760
C  -0.1076  1.1830  3.0674
C  1.3529  4.3390  4.5172
F  0.8056  4.2319  5.7383
F  1.2246  5.6136  4.1256
F  2.6779  4.1069  4.6668
C  -1.9199  1.2434  -0.5676
C  -2.6510  2.3224  -0.0661
C  -3.6405  2.9024  -0.8343
C  -3.9099  2.3960  -2.1028
C  -3.1963  1.3242  -2.6026
C  -2.1988  0.7452  -1.8290
C  -4.9698  3.0696  -2.9281
F  -6.1091  3.2377  -2.2270
F  -4.5823  4.2974  -3.3250
F  -5.2828  2.3778  -4.0321
H  -2.9301  -4.0398  0.8600
H  -1.4062  -2.3948  -0.1622
H  -2.6561  0.5425  2.6890
H  -4.1820  -1.0960  3.7008
H  0.1199  3.0282  0.2338
H  0.9533  4.6962  1.8602
H  0.4657  1.8543  5.0227
H  -0.3905  0.1970  3.4151
H  -2.4472  2.7149  0.9222
H  -4.2067  3.7432  -0.4553
H  -3.3904  0.9513  -3.5976
H  -1.6190  -0.0726  -2.2342

Values from the calculation:
* E: -114863.8537 eV
* energy above the lowest of the compared OMol25 structures with the same formula, charge and spin: 59.5 kJ/mol
* HOMO energy (spin up / spin down): -7.44 / -7.52 eV
* multiplicity: 2
* ⟨S²⟩: 0.7599

=====

Record 2
Computed, not measured: a molecular structure, C46H43Br2F4InN3O3PSSe, with the ωB97M-V functional and the def2-TZVPD basis.

Cartesian coordinates (Å):
In  0.0030  -1.2283  0.3309
F  3.1389  -3.1978  7.1596
C  2.2397  -2.7808  6.2378
C  0.8672  -3.0742  6.3864
F  0.4478  -3.7399  7.4850
C  -0.0263  -2.6497  5.4389
F  -1.3457  -2.8654  5.6358
C  0.3607  -1.9292  4.2821
P  -0.7632  -1.7911  2.8812
C  -1.6731  -3.3714  2.8118
C  -2.9327  -3.6188  3.3476
C  -3.5419  -4.8438  3.1391
C  -2.9178  -5.8218  2.3837
C  -1.6539  -5.5886  1.8654
C  -1.0350  -4.3758  2.0902
C  -2.0242  -0.6133  3.4492
C  -3.1670  -0.5127  2.6614
C  -4.1486  0.4041  2.9784
C  -3.9861  1.2442  4.0690
C  -2.8327  1.1715  4.8312
C  -1.8471  0.2505  4.5228
C  1.7474  -1.6068  4.1871
Br  2.3798  -0.5007  2.7958
C  2.6434  -2.0046  5.1487
F  3.9395  -1.6474  5.0560
H  -3.4371  -2.8606  3.9298
H  -4.5185  -5.0309  3.5637
H  -3.4177  -6.7628  2.1964
H  -1.1608  -6.3505  1.2767
H  -0.0533  -4.1830  1.6773
H  -3.2732  -1.1737  1.8080
H  -5.0436  0.4602  2.3768
H  -4.7628  1.9508  4.3261
H  -2.7028  1.8387  5.6709
H  -0.9429  0.2023  5.1162
O  0.0603  0.7969  1.5385
N  -0.8373  1.7273  1.3274
C  -0.9290  2.7284  2.2339
C  -1.8602  3.7238  2.1125
C  -2.7260  3.7160  1.0191
C  -2.6106  2.6943  0.0909
C  -1.6654  1.6864  0.2436
S  -1.5329  0.4177  -0.9002
H  -0.2218  2.6593  3.0465
H  -1.9155  4.4996  2.8590
H  -3.4761  4.4787  0.8908
H  -3.2602  2.6446  -0.7674
Br  1.5653  -5.4176  -5.8481
C  0.4988  -4.6929  -4.4369
C  -0.5836  -5.4251  -3.9844
C  -1.3786  -4.8956  -2.9849
C  -1.0896  -3.6533  -2.4298
C  0.0161  -2.9503  -2.8887
C  0.8133  -3.4564  -3.9030
C  -2.0253  -3.1393  -1.3393
O  -3.2269  -3.2626  -1.5102
O  -1.4781  -2.6773  -0.2851
H  -0.7974  -6.3998  -4.3989
H  -2.2400  -5.4448  -2.6279
H  0.2635  -1.9857  -2.4605
H  1.6758  -2.9060  -4.2499
C  1.7725  -2.5548  0.1056
H  1.9569  -3.0189  1.0695
H  2.6476  -2.0026  -0.2096
H  1.5196  -3.3081  -0.6312
C  2.7137  0.1504  -5.5854
C  2.1243  1.5515  -5.4891
C  0.6151  1.5494  -5.2477
C  0.2147  1.0643  -3.8535
N  0.5995  1.9751  -2.8093
C  1.5416  1.7347  -1.8630
Se  2.6476  0.3155  -1.8313
N  1.5439  2.7581  -0.9749
C  2.3370  2.8145  0.2284
C  3.8410  2.9841  0.0081
C  4.2613  4.2104  -0.7997
C  4.0282  4.0512  -2.3004
C  0.5695  3.6556  -1.3399
C  0.1481  4.8526  -0.7823
C  -0.8906  5.5184  -1.4111
C  -1.5042  5.0070  -2.5476
C  -1.0914  3.8128  -3.1129
C  -0.0405  3.1487  -2.5010
H  3.7360  0.1945  -5.9539
H  2.1301  -0.4664  -6.2650
H  2.7368  -0.3273  -4.6092
H  2.3185  2.0904  -6.4202
H  2.6187  2.0927  -4.6801
H  0.1336  0.8907  -5.9733
H  0.2306  2.5610  -5.3982
H  0.6924  0.1023  -3.6522
H  -0.8707  0.9326  -3.7961
H  2.1858  1.8826  0.7873
H  1.9515  3.6385  0.8323
H  4.2350  2.0927  -0.4793
H  4.2873  3.0293  1.0033
H  5.3290  4.3641  -0.6295
H  3.7415  5.0996  -0.4367
H  4.2926  3.0417  -2.6088
H  4.6509  4.7448  -2.8633
H  2.9900  4.2379  -2.5695
H  0.6010  5.2563  0.1083
H  -1.2417  6.4508  -0.9976
H  -2.3206  5.5494  -3.0006
H  -1.5830  3.4052  -3.9812

Values from the calculation:
* charge: -1
* E: -300613.8164 eV
* HOMO energy (spin up / spin down): -1.74 / -5.57 eV
* multiplicity: 2
* ⟨S²⟩: 0.7658

=====

Record 3
Computed, not measured: a molecular structure, C9H20AgClF4N3O8S4, with the ωB97M-V functional and the def2-TZVPD basis.

Cartesian coordinates (Å):
Ag  -18.8127  17.8129  12.8246
C  -23.8664  20.0103  20.4901
C  -22.4589  19.4161  20.1106
C  -22.5732  17.8555  20.0488
C  -23.5992  17.1794  19.0500
N  -23.2964  15.6811  18.7319
C  -24.2162  15.1617  17.5743
C  -23.4429  14.0936  16.9353
C  -22.0790  14.7606  16.8138
C  -21.8699  15.5617  18.1024
C  -23.3854  14.8528  20.0526
H  -24.3730  19.2467  21.0804
H  -24.4662  20.1535  19.5913
H  -23.7396  20.9684  20.9942
H  -21.7246  19.7453  20.8459
H  -22.0983  19.7604  19.1413
H  -22.8709  17.4865  21.0302
H  -21.5493  17.5237  19.8764
H  -23.6233  17.8258  18.1728
H  -24.5370  17.1498  19.6049
H  -25.1278  14.8584  18.0894
H  -24.3966  15.9012  16.7942
H  -23.4973  13.1999  17.5569
H  -23.8908  13.9102  15.9587
H  -21.3522  13.9483  16.8135
H  -21.9714  15.3194  15.8841
H  -21.2594  15.0321  18.8338
H  -21.5594  16.5939  17.9402
H  -24.3098  14.9667  20.6188
H  -22.5842  15.3371  20.6109
H  -23.1969  13.8126  19.7872
Cl  -17.4250  20.6734  16.6994
N  -14.7590  16.3984  11.8241
S  -14.0160  15.1136  11.7908
O  -12.6238  15.0608  12.4095
O  -14.3233  14.1591  10.6903
F  -14.8282  14.3569  12.9765
S  -13.6184  17.1055  10.8044
O  -13.1319  16.4402  9.6077
O  -12.6119  17.9046  11.4869
F  -14.6188  18.1997  10.2651
N  -23.0438  18.1546  11.5954
S  -23.9791  19.2166  11.6991
O  -25.3353  19.0509  12.1591
O  -23.8380  20.3461  10.8422
F  -23.2921  19.8011  13.0428
S  -23.9754  17.4112  10.3913
O  -24.2996  18.1570  9.1695
O  -24.8513  16.3467  10.8792
F  -22.7145  16.5149  9.9559

Values from the calculation:
* charge: -1
* E: -101231.9005 eV
* energy above the lowest of the compared OMol25 structures with the same formula, charge and spin: 820.6 kJ/mol
* HOMO energy: -5.26 eV
* multiplicity: 1

=====

Record 4
Computed, not measured: 2 unconnected molecules or ions with the total composition C6H5P, with the ωB97M-V functional and the def2-TZVPD basis.

Cartesian coordinates (Å):
C  0.4913  0.5593  -1.3237
C  0.7475  -0.7875  -0.7916
C  -0.1253  1.4494  -0.4528
C  -0.7606  1.0448  0.6915
C  0.0551  -1.0581  0.3178
C  -0.6339  -0.2587  1.1528
P  0.6519  -3.9158  1.3011
H  0.7451  0.8320  -2.4385
H  1.4860  -1.4920  -1.1734
H  -0.3304  2.5224  -0.7355
H  -1.1728  1.7072  1.4081
H  -1.1541  -0.6028  2.0443

Values from the calculation:
* E: -15584.9235 eV
* energy above the lowest of the compared OMol25 structures with the same formula, charge and spin: 273.8 kJ/mol
* HOMO energy (spin up / spin down): -7.98 / -7.98 eV
* multiplicity: 1

=====

| no. | largest force on an atom (eV/Å) |
| --- | --- |
| 1 | 1.0 |
| 2 | 1.2 |
| 3 | 14.9 |
| 4 | 4.2 |